Entry w
{
  "formula": "C2H4NO4",
  "method": "ωB97M-V with the def2-TZVPD basis set",
  "symbols": ["C", "C", "N", "O", "O", "O", "O", "H", "H", "H", "H"],
  "coordinates": [[-1.234, -0.133, -0.013], [-0.374, 0.257, -1.142], [1.631, -0.735, 0.743], [-0.926, 0.636, 1.027], [-2.142, -0.923, -0.055], [0.408, 1.285, -0.979], [0.685, -1.363, -0.011], [-0.635, -0.085, -2.079], [1.041, -0.385, 1.565], [1.880, 0.163, 0.257], [-0.334, 1.282, 0.687]],
  "gap_ev": [7.25, 7.25],
  "homo_energy_ev": [-3.1, -3.1],
  "total_charge": -1
}


Entry x
{
  "formula": "C2H4NO4",
  "method": "ωB97M-V with the def2-TZVPD basis set",
  "symbols": ["O", "C", "O", "H", "N", "C", "O", "O", "H", "H", "H"],
  "coordinates": [[-0.606, 0.131, -2.118], [0.575, 0.592, -2.137], [1.027, 1.417, -1.314], [1.208, 0.300, -2.990], [0.363, 0.602, 1.563], [-0.251, -0.605, 1.405], [-0.785, -0.818, 0.172], [-0.286, -1.460, 2.280], [0.597, 1.054, 0.615], [0.719, 0.692, 2.502], [-0.777, -0.292, -0.789]],
  "gap_ev": 9.80,
  "homo_energy_ev": -5.6,
  "total_charge": -1
}


Of them, entry x has the highest stability.


Entry w
{
  "formula": "C3H10OS",
  "method": "ωB97M-V with the def2-TZVPD basis set",
  "symbols": ["C", "S", "H", "H", "H", "H", "C", "O", "C", "H", "H", "H", "H", "H", "H"],
  "coordinates": [[1.856, -1.709, 0.743], [1.219, -1.185, -0.967], [2.943, -1.790, 0.697], [1.549, -0.899, 1.504], [1.383, -2.642, 1.011], [2.398, -1.444, -1.589], [-1.395, 1.702, 0.752], [-1.737, 0.339, 1.195], [-1.452, 2.066, -0.741], [-1.958, 2.487, 1.396], [-0.344, 1.850, 1.109], [-1.424, -0.246, 0.513], [-2.381, 1.812, -1.152], [-1.187, 3.178, -0.754], [-0.644, 1.583, -1.344]],
  "gap_ev": [8.57, 3.73],
  "homo_energy_ev": [-13.5, -13.5],
  "total_charge": 1,
  "spin_multiplicity": 2
}


Entry x
{
  "formula": "C3H10OS",
  "method": "ωB97M-V with the def2-TZVPD basis set",
  "symbols": ["C", "C", "C", "S", "H", "H", "H", "H", "H", "H", "H", "H", "H", "H", "O"],
  "coordinates": [[-1.041, -0.427, 1.168], [-1.126, -0.530, -0.383], [-0.043, -1.245, 0.311], [1.137, 1.746, 0.500], [-1.273, 0.698, 1.397], [-1.449, 1.482, 1.533], [-1.724, -0.989, 1.795], [-1.961, -1.116, -0.736], [-0.853, 0.329, -0.986], [-0.099, -2.329, 0.257], [0.991, -0.939, 0.357], [1.449, 2.940, -0.023], [2.756, 0.045, -1.915], [1.433, 0.453, -1.295], [1.803, -0.116, -1.980]],
  "gap_ev": [6.93, 6.43],
  "homo_energy_ev": [-15.0, -14.5],
  "total_charge": 1,
  "spin_multiplicity": 2
}


Of them, entry w has the highest stability.


Entry w
{
  "formula": "C5H10N3O",
  "method": "ωB97M-V with the def2-TZVPD basis set",
  "symbols": ["C", "C", "C", "C", "C", "N", "N", "N", "O", "H", "H", "H", "H", "H", "H", "H", "H", "H", "H"],
  "coordinates": [[-0.643, -0.544, -0.520], [1.412, -0.640, -1.138], [-0.143, 0.834, 0.085], [-2.093, -1.018, -0.358], [-0.271, 1.029, 1.576], [0.249, -1.272, -1.044], [1.491, 0.503, -0.455], [2.494, -1.286, -1.594], [-0.587, 1.856, -0.678], [-2.055, -1.401, 0.695], [-2.191, -1.837, -1.073], [-2.805, -0.200, -0.426], [0.295, 1.977, 1.984], [0.242, 0.230, 1.900], [-1.307, 1.183, 1.837], [2.062, 1.253, -0.531], [2.362, -2.007, -2.293], [3.437, -0.861, -1.382], [-0.509, 2.639, -0.204]],
  "gap_ev": 10.45,
  "homo_energy_ev": -14.8,
  "total_charge": 1,
  "smiles": "CC1=NC(=[NH2+])N[C@@]1(C)O"
}


Entry x
{
  "formula": "C5H10N3O",
  "method": "ωB97M-V with the def2-TZVPD basis set",
  "symbols": ["C", "C", "C", "C", "C", "N", "N", "N", "O", "H", "H", "H", "H", "H", "H", "H", "H", "H", "H"],
  "coordinates": [[-1.557, 0.617, 0.949], [-1.741, 0.981, -0.544], [-0.951, -0.473, 1.391], [0.250, 0.560, -1.923], [-0.383, -1.661, 1.514], [-1.051, 0.853, -1.556], [1.275, -0.142, -1.043], [1.399, 0.629, 0.174], [0.910, -1.866, 1.505], [-2.096, 1.228, 1.548], [-2.729, 1.436, -0.701], [0.291, -0.125, -2.908], [0.832, 1.529, -2.190], [1.045, -1.063, -0.867], [-1.153, -2.495, 1.610], [2.275, 0.379, 0.657], [0.466, 0.614, 0.836], [1.511, 1.674, -0.233], [1.408, -2.676, 1.780]],
  "gap_ev": 9.17,
  "homo_energy_ev": -12.9,
  "total_charge": 1,
  "smiles": "[NH3+]NC/N=C\\C=C=CO"
}


Entry y
{
  "formula": "C5H10N3O",
  "method": "ωB97M-V with the def2-TZVPD basis set",
  "symbols": ["C", "C", "C", "C", "C", "N", "N", "N", "O", "H", "H", "H", "H", "H", "H", "H", "H", "H", "H"],
  "coordinates": [[-2.428, -0.583, 0.185], [-0.760, 1.162, 0.066], [-2.113, 0.764, 0.273], [-0.223, -1.143, -0.123], [0.750, -2.273, -0.269], [-1.477, -1.528, 0.046], [0.087, 0.154, -0.218], [-0.287, 2.366, -0.051], [2.786, 0.966, 0.409], [-3.453, -0.960, 0.203], [-2.936, 1.446, 0.620], [3.728, 1.162, 0.297], [0.752, -2.915, 0.534], [1.813, -1.936, -0.513], [0.385, -2.876, -1.111], [1.059, 0.604, -0.300], [-1.003, 3.062, -0.012], [0.626, 2.519, -0.319], [2.692, 0.010, 0.283]],
  "gap_ev": 9.90,
  "homo_energy_ev": -13.7,
  "total_charge": 1
}


Entry z
{
  "formula": "C5H10N3O",
  "method": "ωB97M-V with the def2-TZVPD basis set",
  "symbols": ["C", "C", "C", "C", "C", "N", "N", "N", "O", "H", "H", "H", "H", "H", "H", "H", "H", "H", "H"],
  "coordinates": [[-0.794, -0.390, -0.609], [0.291, 0.233, 0.201], [-0.709, -1.724, -1.274], [1.618, 0.617, -0.519], [0.662, -0.451, 1.518], [-1.810, 0.411, -0.710], [-0.470, 1.510, 0.617], [-1.634, 1.555, 0.057], [-2.438, 2.392, 0.188], [-1.691, -2.187, -0.926], [0.070, -2.341, -0.874], [-0.588, -1.759, -2.331], [2.156, 1.444, -0.236], [1.315, 0.730, -1.563], [2.307, -0.091, -0.354], [1.675, -0.263, 1.684], [0.486, -1.526, 1.548], [-0.137, -0.318, 2.175], [-0.310, 2.159, 1.407]],
  "gap_ev": 10.44,
  "homo_energy_ev": -16.1,
  "total_charge": 1,
  "smiles": "CC1=N[N+](=O)NC1(C)C"
}


Of them, entry y has the highest stability.


Entry w
{
  "formula": "C5H10N3O",
  "method": "ωB97M-V with the def2-TZVPD basis set",
  "symbols": ["C", "C", "C", "C", "C", "N", "N", "N", "O", "H", "H", "H", "H", "H", "H", "H", "H", "H", "H"],
  "coordinates": [[-2.371, 1.057, -0.115], [-0.200, 0.587, -0.290], [2.065, 0.659, 0.538], [1.183, 0.538, -0.669], [-0.378, -1.750, 0.658], [-2.240, -0.130, 0.404], [-0.897, -0.442, 0.347], [-1.135, 1.502, -0.540], [0.043, -2.326, -0.530], [-3.191, 1.640, -0.064], [3.129, 0.311, 0.413], [1.579, -0.078, 1.256], [2.154, 1.649, 0.996], [1.305, -0.420, -1.158], [1.312, 1.243, -1.618], [-1.235, -2.220, 1.287], [0.514, -1.688, 1.330], [-0.936, 2.240, -1.152], [-0.703, -2.373, -1.094]],
  "gap_ev": 11.44,
  "homo_energy_ev": -15.1,
  "total_charge": 1,
  "smiles": "CCc1[nH+]cnn1CO"
}


Entry x
{
  "formula": "C5H10N3O",
  "method": "ωB97M-V with the def2-TZVPD basis set",
  "symbols": ["C", "C", "C", "C", "C", "N", "N", "N", "O", "H", "H", "H", "H", "H", "H", "H", "H", "H", "H"],
  "coordinates": [[-1.371, 0.644, 1.573], [-1.294, 1.782, -0.541], [-0.733, -0.506, 1.245], [1.081, 1.321, -0.256], [-0.991, -2.280, -0.403], [-1.781, 1.562, 0.617], [0.049, 1.654, -0.985], [2.288, 1.371, -0.806], [-0.592, -0.910, -0.046], [-1.609, 0.876, 2.680], [-1.974, 2.243, -1.192], [-0.745, -1.253, 2.071], [0.856, 0.985, 0.761], [-0.287, -3.101, 0.013], [-0.917, -2.566, -1.457], [-1.935, -2.368, 0.005], [0.185, 1.590, -1.935], [3.071, 1.416, -0.178], [2.390, 1.768, -1.735]],
  "gap_ev": [7.86, 7.86],
  "homo_energy_ev": [-12.3, -12.3],
  "total_charge": 1,
  "smiles": "CO/C=C\\N=C/NC=[NH2+]"
}


Of them, entry w has the highest stability.


Entry w
{
  "formula": "C36H34BiBrClF3N3O2Te",
  "method": "ωB97M-V with the def2-TZVPD basis set",
  "symbols": ["Bi", "Cl", "C", "C", "C", "C", "O", "C", "C", "N", "C", "C", "C", "C", "C", "C", "C", "C", "N", "C", "C", "H", "H", "H", "H", "H", "H", "H", "H", "H", "H", "C", "C", "C", "C", "C", "C", "C", "Br", "C", "O", "C", "C", "C", "C", "C", "C", "H", "H", "H", "H", "H", "H", "H", "H", "H", "H", "H", "H", "H", "H", "H", "H", "H", "H", "H", "H", "F", "C", "F", "F", "C", "C", "C", "N", "C", "C", "H", "H", "H", "H", "Te"],
  "coordinates": [[1.637, 0.511, 0.734], [-1.671, 2.342, -4.947], [-0.525, 1.547, -3.885], [-0.601, 0.169, -3.716], [0.283, -0.470, -2.869], [1.264, 0.259, -2.182], [2.054, -0.318, -1.287], [1.338, 1.646, -2.402], [2.400, 2.335, -1.639], [2.150, 3.311, -0.860], [3.195, 3.745, 0.006], [3.308, 5.110, 0.191], [4.265, 5.665, 1.031], [5.108, 4.803, 1.710], [4.984, 3.425, 1.584], [5.904, 2.527, 2.265], [5.786, 1.208, 2.147], [4.683, 0.612, 1.371], [3.855, 1.488, 0.627], [4.003, 2.843, 0.751], [0.430, 2.292, -3.228], [-1.370, -0.390, -4.229], [0.202, -1.533, -2.681], [3.386, 1.871, -1.674], [2.624, 5.742, -0.363], [4.348, 6.736, 1.146], [5.884, 5.191, 2.360], [6.709, 2.964, 2.845], [6.486, 0.536, 2.628], [5.020, -0.227, 0.768], [0.484, 3.364, -3.357], [-5.491, -3.362, -0.398], [-4.408, -3.407, -1.482], [-4.848, -2.533, -2.663], [-4.286, -4.847, -1.979], [-3.094, -2.879, -0.916], [-2.992, -1.551, -0.515], [-1.817, -1.081, 0.026], [-1.772, 0.743, 0.550], [-0.660, -1.864, 0.232], [0.399, -1.404, 0.825], [-0.746, -3.197, -0.242], [-1.957, -3.657, -0.756], [0.415, -4.204, -0.222], [1.792, -3.622, 0.112], [0.550, -4.847, -1.613], [0.096, -5.301, 0.801], [-6.446, -3.712, -0.793], [-5.629, -2.348, -0.022], [-5.214, -3.994, 0.447], [-5.765, -2.924, -3.107], [-4.077, -2.506, -3.434], [-5.040, -1.506, -2.356], [-5.241, -5.172, -2.394], [-4.024, -5.533, -1.172], [-3.530, -4.944, -2.760], [-3.824, -0.867, -0.611], [-1.997, -4.691, -1.067], [2.049, -2.786, -0.537], [2.530, -4.416, -0.033], [1.865, -3.268, 1.137], [0.785, -4.088, -2.362], [-0.352, -5.367, -1.933], [1.366, -5.571, -1.601], [-0.005, -4.874, 1.799], [0.903, -6.037, 0.826], [-0.832, -5.821, 0.562], [-3.596, 5.839, 2.585], [-2.845, 5.398, 3.609], [-3.680, 4.826, 4.490], [-2.344, 6.493, 4.211], [-1.752, 4.465, 3.151], [-1.445, 3.320, 3.864], [-0.406, 2.526, 3.399], [0.301, 2.814, 2.315], [-0.005, 3.915, 1.633], [-1.024, 4.773, 2.013], [-1.999, 3.042, 4.747], [-0.138, 1.615, 3.919], [0.571, 4.096, 0.734], [-1.247, 5.650, 1.422], [3.287, -0.640, 2.712]],
  "gap_ev": 6.24,
  "homo_energy_ev": -3.9,
  "total_charge": -1
}


Entry x
{
  "formula": "C36H34BiBrClF3N3O2Te",
  "method": "ωB97M-V with the def2-TZVPD basis set",
  "symbols": ["Bi", "Cl", "C", "C", "C", "C", "O", "C", "C", "N", "C", "C", "C", "C", "C", "C", "C", "C", "N", "C", "C", "H", "H", "H", "H", "H", "H", "H", "H", "H", "H", "C", "C", "C", "C", "C", "C", "C", "Br", "C", "O", "C", "C", "C", "C", "C", "C", "H", "H", "H", "H", "H", "H", "H", "H", "H", "H", "H", "H", "H", "H", "H", "H", "H", "H", "H", "H", "F", "C", "F", "F", "C", "C", "C", "N", "C", "C", "H", "H", "H", "H", "Te"],
  "coordinates": [[-1.807, -0.262, -0.762], [1.271, 6.403, -0.204], [0.330, 5.000, -0.674], [0.520, 4.428, -1.942], [-0.217, 3.339, -2.323], [-1.181, 2.734, -1.466], [-1.876, 1.737, -1.905], [-1.333, 3.324, -0.165], [-2.230, 2.816, 0.837], [-2.903, 1.738, 0.715], [-3.698, 1.208, 1.738], [-3.705, 1.594, 3.057], [-4.578, 0.996, 3.991], [-5.458, 0.025, 3.609], [-5.460, -0.429, 2.269], [-6.325, -1.447, 1.801], [-6.213, -1.889, 0.521], [-5.198, -1.347, -0.309], [-4.402, -0.390, 0.080], [-4.542, 0.115, 1.345], [-0.576, 4.462, 0.188], [1.262, 4.847, -2.612], [-0.079, 2.890, -3.298], [-2.293, 3.420, 1.754], [-3.024, 2.370, 3.389], [-4.553, 1.321, 5.025], [-6.149, -0.416, 4.320], [-7.068, -1.864, 2.475], [-6.863, -2.664, 0.133], [-5.011, -1.723, -1.314], [-0.720, 4.906, 1.169], [6.120, -0.985, 1.041], [5.885, 0.241, 0.142], [6.184, 1.515, 0.948], [6.869, 0.174, -1.025], [4.428, 0.241, -0.331], [3.398, 0.433, 0.577], [2.085, 0.347, 0.164], [0.776, 0.718, 1.511], [1.654, 0.033, -1.156], [0.423, -0.169, -1.508], [2.727, -0.046, -2.102], [4.046, 0.031, -1.654], [2.526, -0.162, -3.633], [3.097, 1.113, -4.285], [3.281, -1.392, -4.169], [1.068, -0.294, -4.090], [7.152, -1.004, 1.416], [5.937, -1.906, 0.480], [5.441, -0.973, 1.898], [7.244, 1.554, 1.221], [5.598, 1.553, 1.870], [5.944, 2.404, 0.358], [7.892, 0.208, -0.639], [6.736, 1.019, -1.708], [6.758, -0.754, -1.594], [3.600, 0.652, 1.620], [4.827, -0.069, -2.399], [4.159, 1.250, -4.060], [2.559, 1.992, -3.917], [2.979, 1.064, -5.374], [4.365, -1.310, -4.039], [3.078, -1.511, -5.240], [2.941, -2.295, -3.655], [0.439, 0.516, -3.722], [0.610, -1.221, -3.749], [1.052, -0.280, -5.188], [-3.950, -5.445, 4.445], [-4.575, -4.369, 3.941], [-4.935, -3.594, 4.979], [-5.705, -4.805, 3.351], [-3.691, -3.640, 2.972], [-2.952, -2.551, 3.383], [-2.094, -1.965, 2.461], [-1.940, -2.412, 1.219], [-2.663, -3.461, 0.836], [-3.555, -4.109, 1.683], [-3.048, -2.150, 4.383], [-1.505, -1.090, 2.728], [-2.524, -3.780, -0.196], [-4.139, -4.949, 1.331], [-2.519, -1.611, -2.965]],
  "gap_ev": 5.54,
  "homo_energy_ev": -4.0,
  "total_charge": -1
}


Of them, entry x has the highest stability.


Entry w
{
  "formula": "C2H2ClNO2",
  "method": "ωB97M-V with the def2-TZVPD basis set",
  "symbols": ["C", "C", "N", "O", "O", "Cl", "H", "H"],
  "coordinates": [[-0.825, -0.873, 0.077], [0.536, -0.236, 0.051], [0.428, 1.088, 0.006], [-1.778, -0.055, -0.113], [1.260, 1.957, 0.015], [1.966, -1.075, 0.073], [-0.952, -1.950, 0.025], [-0.634, 1.144, -0.133]],
  "gap_ev": [8.34, 8.34],
  "homo_energy_ev": [-9.3, -9.3],
  "total_charge": 0,
  "smiles": "O=C/C(Cl)=[NH+]/[O-]"
}


Entry x
{
  "formula": "C2H2ClNO2",
  "method": "ωB97M-V with the def2-TZVPD basis set",
  "symbols": ["C", "C", "N", "O", "O", "Cl", "H", "H"],
  "coordinates": [[-1.608, 0.946, 0.197], [1.901, -1.126, -0.109], [-0.596, 0.242, 0.133], [2.286, -2.154, -0.447], [-0.291, -0.792, -0.561], [2.314, 0.374, 0.416], [-1.366, 1.928, 0.620], [-2.641, 0.583, -0.248]],
  "gap_ev": [8.60, 7.18],
  "homo_energy_ev": [-8.9, -7.9],
  "total_charge": 0
}


Entry y
{
  "formula": "C2H2ClNO2",
  "method": "ωB97M-V with the def2-TZVPD basis set",
  "symbols": ["C", "C", "N", "O", "O", "Cl", "H", "H"],
  "coordinates": [[1.425, 0.396, 0.027], [0.325, -0.214, -0.150], [-0.882, -0.932, -0.108], [-1.504, -1.076, -1.150], [-1.231, -1.378, 0.949], [-1.876, 1.810, 0.244], [1.302, 1.369, 0.366], [2.441, 0.026, -0.178]],
  "gap_ev": [8.84, 6.12],
  "homo_energy_ev": [-11.3, -10.1],
  "total_charge": 0
}


Of them, entry w has the highest stability.